{
  "formula": "C4H7ClOS2",
  "method": "ωB97M-V with the def2-TZVPD basis set",
  "gap_ev": 8.89,
  "species": ["H", "H", "O", "C", "H", "H", "H", "C", "H", "C", "S", "S", "Cl", "H", "C"],
  "xyz": [[0.22211, 2.78145, -1.20175], [-0.91347, 0.15412, -1.60012], [0.87190, -1.67184, -1.36656], [-0.18688, 0.62876, -0.92865], [0.73623, 0.82746, -1.54326], [-2.07565, 0.27706, 0.80511], [-0.80419, -0.13948, 2.20863], [0.46951, -1.58323, -0.22674], [0.33862, -2.50622, 0.54191], [0.07965, -0.22760, 0.23817], [-0.56744, 2.36179, -0.31165], [1.49516, 0.39814, 1.22325], [2.90661, 0.60743, -0.25544], [-1.41401, -1.49726, 1.25084], [-1.15815, -0.41059, 1.16624]],
  "atomic_forces_ev_per_a": [[1.4, 1.4, -1.5], [-0.2, 0.5, 0.3], [-0.2, -1.2, 1.0], [0.7, 2.0, -1.2], [-1.0, -0.7, 0.7], [2.1, -1.8, 1.0], [-1.0, 0.0, -0.9], [0.7, -1.5, -0.7], [0.5, 1.7, -1.6], [-0.7, -0.8, 1.3], [-1.7, -1.6, 0.7], [0.2, -0.3, -0.1], [-0.3, -0.1, 0.5], [-0.2, 1.0, -0.3], [-0.5, 1.3, 0.8]],
  "mulliken_charge": [0.136, 0.393, -0.448, -1.192, 0.462, 0.272, 0.307, -0.030, 0.232, 0.852, -0.127, 0.074, -0.166, 0.313, -1.078]
}

{
  "formula": "C36H96F8N9O21PS8",
  "method": "ωB97M-V with the def2-TZVPD basis set",
  "charge": 2,
  "gap_ev": 8.21,
  "species": ["C", "C", "S", "C", "H", "C", "H", "H", "C", "C", "H", "H", "H", "H", "O", "H", "C", "H", "H", "H", "H", "H", "O", "H", "C", "O", "H", "H", "H", "C", "F", "C", "H", "H", "F", "H", "H", "O", "H", "H", "H", "H", "O", "H", "C", "H", "H", "H", "H", "O", "H", "C", "C", "H", "H", "O", "S", "F", "H", "N", "H", "F", "H", "H", "H", "N", "H", "H", "N", "H", "H", "C", "H", "H", "S", "P", "H", "C", "H", "S", "C", "H", "N", "H", "H", "N", "H", "H", "N", "H", "C", "C", "H", "F", "H", "H", "H", "S", "O", "O", "O", "H", "C", "N", "H", "O", "C", "H", "H", "C", "C", "H", "O", "H", "C", "O", "H", "H", "H", "H", "H", "H", "H", "F", "H", "H", "H", "O", "C", "S", "H", "H", "H", "H", "C", "H", "S", "O", "H", "H", "H", "H", "C", "C", "H", "C", "O", "C", "O", "N", "F", "H", "H", "H", "C", "H", "H", "C", "H", "H", "H", "O", "C", "N", "C", "S", "O", "C", "H", "O", "F", "C", "H", "H", "H", "C", "H", "O", "H"],
  "xyz": [[5.31957, 13.28257, -1.55182], [5.22227, 9.35950, -3.92205], [5.83785, 9.87140, 11.01941], [2.31922, 11.47283, 7.93030], [4.73603, 16.64879, 1.80192], [6.92202, 9.29736, -0.91632], [12.64936, 13.82621, 6.91408], [12.16316, 13.69171, 3.80128], [1.64548, 4.07986, 4.14814], [4.99732, 2.76393, 4.98922], [5.09751, 15.17130, 2.43618], [7.89273, 13.94576, 8.30425], [2.97268, 10.88281, -2.08350], [8.11549, 7.62016, -0.33697], [6.88768, 10.35362, 5.31537], [7.37515, 11.46626, -0.62684], [12.52777, 12.89468, 7.46686], [5.50947, 8.71983, -3.08752], [8.19206, 8.11229, 7.76061], [2.63916, 11.45480, 5.86655], [0.12954, 2.58647, 4.29258], [5.77909, 13.33507, 0.52605], [11.21425, 12.63350, 7.93665], [0.75483, 9.93024, 7.77846], [1.07678, 5.47389, 4.21673], [10.49270, 8.04952, 4.45696], [5.32334, 3.31730, 5.86990], [4.58825, 13.71348, -2.23563], [1.22658, 5.97902, 5.17094], [5.50680, 7.62816, -5.78716], [5.81613, 11.02571, 7.28612], [2.38755, 8.04946, 9.26187], [3.52593, 15.56276, 1.82985], [10.06077, 13.29100, 6.38117], [8.38506, 8.02115, 5.55612], [1.47342, 3.66183, 3.15630], [0.98540, 13.13668, 8.61238], [5.04383, 8.28988, 3.99790], [5.29754, 11.59963, -4.15837], [1.42286, 9.51262, 0.04963], [4.08483, 4.57731, 10.24762], [5.81585, 7.47105, -6.82055], [5.35594, 16.26126, 7.63368], [13.19284, 13.07895, 8.31056], [4.96782, 13.69875, -0.10457], [8.25407, 11.58327, 6.93088], [5.59571, 9.86729, -5.91205], [7.46922, 8.37556, 9.13465], [6.03576, 15.56164, -0.08514], [8.43104, 10.50774, 12.67336], [9.84019, 10.84478, 9.29413], [11.79683, 12.66577, 3.76457], [8.91866, 11.94226, 7.71673], [3.98805, 8.99686, 1.71059], [6.90738, 8.98368, -5.25774], [4.43793, 10.77071, 5.48170], [4.49217, 15.05034, 7.82564], [5.38953, 10.76033, 9.74450], [6.63605, 8.20948, 1.56946], [12.62453, 12.76985, 1.37822], [7.29318, 9.19087, -1.93563], [11.69673, 9.15277, 8.37872], [9.43185, 6.20152, 9.15468], [8.84991, 9.23153, -0.24309], [1.51395, 7.40261, 9.18111], [7.41086, 9.64446, 10.47347], [2.67931, 7.73266, 10.26318], [8.32388, 8.23336, 2.05552], [9.19087, 10.65038, 8.54534], [7.54821, 5.69439, 7.55504], [1.23899, 11.85714, 9.71411], [3.68445, 10.61628, -1.30219], [8.78956, 13.14740, 9.61632], [1.65217, 10.34271, 1.45569], [7.90681, 9.37159, 11.86190], [5.31168, 11.42123, -1.78384], [3.20625, 7.94682, 0.51145], [10.20128, 12.40949, 7.00671], [10.58600, 11.63344, 6.34501], [4.61840, 8.02801, 5.38947], [3.14181, 10.96507, 0.04998], [4.07118, 13.20385, 0.26854], [7.44305, 7.75637, 8.33714], [3.24191, 4.66215, 5.44043], [8.65275, 11.59470, 3.39498], [0.73786, 3.04579, 4.95521], [3.80562, 4.62663, 3.82199], [12.03110, 12.17443, 4.70893], [3.55571, 14.34043, 6.57090], [6.35056, 13.55641, -1.77579], [6.54545, 10.76067, -0.58382], [7.41769, 6.23584, 8.49200], [4.83425, 3.06449, 10.35580], [3.89176, 13.45410, 4.51158], [-0.00292, 5.45704, 4.06819], [5.29012, 1.72121, 5.11214], [2.38156, 9.38460, 7.30713], [4.53259, 14.52731, 5.46033], [2.12329, 9.44161, 9.26972], [5.61341, 10.78659, 12.13256], [12.12520, 9.62561, 5.96733], [3.14048, 7.77184, 8.52423], [14.14591, 12.17406, 3.07677], [5.45956, 8.79134, 6.66085], [2.58518, 11.90209, 0.06630], [3.62704, 2.73976, 4.79134], [8.47768, 5.92262, 9.60176], [14.48520, 13.20220, 3.20289], [6.04866, 6.90104, -5.18235], [12.73031, 12.05435, 2.70854], [2.24351, 9.88882, 0.66046], [12.46102, 10.99992, 2.64726], [9.84272, 6.16000, 5.93206], [1.07553, 11.83121, 6.31718], [7.58849, 8.71541, 1.41138], [4.96089, 14.12190, 8.83810], [6.66964, 8.13165, 7.80695], [8.59533, 4.92037, 10.01378], [13.09875, 13.65807, 1.45749], [8.46045, 6.52502, 10.51001], [8.37525, 10.24953, 8.98599], [0.01699, 3.32199, 5.60647], [4.15541, 9.23711, -4.10895], [3.24358, 15.62850, 8.71370], [5.57654, 6.41243, 9.73891], [1.59865, 6.09666, 3.49016], [14.31878, 11.76331, 4.07151], [12.49286, 7.38519, 7.01312], [5.03953, 15.19199, 0.15771], [5.61851, 10.10381, 5.98458], [1.30524, 2.37692, 5.45600], [6.04289, 10.93998, 0.36664], [5.42793, 4.30020, 11.42958], [14.93079, 11.78650, 2.42727], [5.06357, 4.12835, 10.41676], [5.23256, 5.81303, 8.13107], [9.94001, 7.58882, 5.72605], [3.19931, 7.94154, 5.60854], [9.89217, 10.86811, 4.27111], [2.32096, 12.87861, 6.33935], [3.73390, 9.53039, -1.38278], [7.32591, 12.36570, 8.85254], [3.15776, 4.09101, 4.51587], [9.73862, 11.49992, 3.39628], [9.59485, 9.93155, 7.96208], [7.95005, 8.65360, -0.03245], [7.56095, 8.10615, 12.60557], [5.70297, 10.83712, -3.49330], [5.94285, 4.41268, 9.34658], [2.05541, 11.92567, 6.54303], [9.34860, 8.78770, 11.34211], [6.03162, 8.67025, -0.87123], [3.38707, 11.68465, 7.87620], [3.87392, 11.00896, 0.85632], [1.74568, 12.42472, 8.93358], [12.93472, 12.17305, 0.62476], [4.42619, 7.48810, -5.75948], [5.81787, 9.00900, -5.27795], [2.43778, 8.40362, 2.09048], [2.57356, 13.03411, 9.29600], [12.97644, 12.04679, 6.94929], [5.85764, 13.90887, 5.60387], [5.96377, 5.78156, 8.93881], [9.98503, 8.50634, 6.88700], [8.21147, 12.98425, 8.70675], [11.66714, 8.56644, 6.84540], [4.92175, 8.79074, 10.90423], [4.58460, 15.59407, 1.57230], [7.38530, 9.73593, 1.73596], [10.46694, 12.72087, 3.35413], [5.16793, 6.49254, 5.71470], [1.81480, 9.97265, 8.02899], [4.45841, 15.79041, -0.54392], [6.79226, 10.81154, -3.46344], [9.87933, 10.77456, 2.59493], [3.03812, 8.73647, 1.24377], [5.61284, 3.28678, 4.25719], [4.36290, 15.72836, 4.67452], [11.66777, 13.04947, 1.21534]],
  "atomic_forces_ev_per_a": [[-0.7, -1.1, 0.3], [0.4, 1.1, 0.4], [-5.1, 4.1, -1.4], [0.3, -0.3, -0.6], [0.4, 0.3, -0.6], [-0.8, -0.1, -0.2], [-0.6, 0.0, -0.6], [-0.4, 0.4, 0.6], [0.1, -0.1, -0.4], [1.8, -0.5, 1.0], [0.2, -0.7, -0.4], [0.3, -0.3, -0.5], [-0.1, 0.2, -0.1], [0.1, 0.1, -0.2], [-1.8, -0.9, 0.3], [0.3, -0.1, 0.0], [0.3, 0.1, 0.5], [0.0, -0.4, -0.4], [1.0, -0.7, -0.3], [0.3, -1.0, -0.3], [0.4, -0.7, -0.6], [0.0, -0.5, 0.2], [0.6, 0.4, 1.3], [-0.4, 0.1, 0.1], [-0.3, 0.1, 0.5], [0.2, -0.6, 1.8], [-0.5, -0.1, 0.7], [0.3, 0.1, -0.3], [0.3, -0.3, 0.2], [-0.9, 0.1, -0.3], [0.3, -0.8, 0.1], [-0.3, -0.4, 0.9], [-0.2, -0.8, -0.6], [-0.7, 0.2, 0.1], [-1.0, -0.8, -0.8], [0.4, 0.2, -0.1], [0.0, -0.1, -0.7], [-0.4, -0.5, 3.4], [0.3, 0.0, -0.2], [0.3, -0.1, -0.7], [0.0, 0.6, 0.2], [0.1, 0.2, 0.0], [-2.7, -3.6, -1.0], [-0.4, -0.3, 0.4], [1.0, -0.5, 0.3], [-0.3, 0.4, 0.1], [-0.4, -0.4, -0.5], [-0.1, -0.6, 1.7], [0.4, -0.2, 0.5], [-2.4, -2.3, -2.4], [0.5, 0.2, 0.4], [1.1, 0.7, -1.2], [0.3, 1.2, 0.5], [0.1, 0.3, -0.2], [0.3, 0.6, 0.4], [-0.1, -1.4, -0.7], [0.1, 2.7, 5.3], [0.7, -0.4, 0.6], [-0.1, -0.3, 0.1], [-1.4, -0.3, 0.8], [-0.1, 0.4, -0.2], [0.2, 0.2, -1.3], [0.3, -0.2, 0.0], [0.6, -0.3, 0.3], [-0.6, 0.3, -0.9], [-4.7, 0.8, -1.4], [0.7, 0.6, 0.0], [0.0, 0.2, 0.1], [0.5, 1.7, -0.8], [0.8, 0.7, -0.1], [0.5, 0.1, 0.3], [0.6, 0.5, -0.8], [0.0, -0.2, 0.0], [0.4, 0.3, 0.3], [9.8, -3.2, 9.9], [-0.9, -1.0, 0.7], [0.0, -0.2, 0.2], [0.7, -0.8, 0.0], [-0.3, -0.5, -0.4], [0.1, -2.9, -1.5], [-1.1, 0.0, 1.3], [-0.1, 0.5, -0.2], [-0.1, -0.6, -1.4], [0.1, 0.1, 0.3], [0.1, 1.1, 0.0], [0.5, 0.4, -0.2], [-0.4, -0.2, -0.7], [-0.4, -0.2, 0.1], [0.1, 1.5, 5.6], [-0.1, 0.3, -0.3], [-0.5, 0.1, -1.1], [-1.2, -0.8, 2.8], [0.3, -0.2, 0.0], [-1.2, -1.1, -1.0], [0.0, 0.2, -0.5], [0.3, 0.2, -0.2], [-0.2, 0.1, -0.6], [4.3, -0.2, -6.8], [-0.2, -0.2, 0.8], [1.6, -1.8, -1.7], [-0.6, -0.9, 1.3], [0.1, 0.1, 0.0], [2.1, 0.5, 1.5], [-2.6, -5.1, -1.6], [0.2, 0.1, -0.3], [-1.6, 2.0, -1.2], [0.7, 0.4, -0.7], [-0.4, 0.5, 0.0], [-0.4, -0.1, 0.1], [-0.3, -0.9, 0.4], [-0.5, 0.1, 0.2], [-0.1, 0.0, -0.9], [0.7, 1.6, 0.3], [-0.4, -0.1, -0.3], [-0.6, -0.1, 0.7], [0.0, -0.3, -2.3], [-1.1, -0.4, -0.5], [-0.5, -0.3, -0.8], [0.8, 0.2, -0.3], [-0.8, 0.5, -0.2], [-0.7, 0.4, 0.4], [0.2, 1.3, 0.8], [-0.3, 0.5, 0.7], [0.4, -0.1, -1.7], [0.2, 0.2, 0.2], [-0.3, -0.1, -0.2], [0.0, -0.4, -0.1], [-2.0, 1.3, -1.0], [-0.9, 1.0, 0.0], [3.5, 9.9, -0.7], [0.6, -0.6, -0.1], [0.2, -0.4, 0.2], [0.3, 0.5, -0.2], [-0.5, -0.6, -0.3], [-0.7, -0.9, -0.4], [0.2, 0.6, -0.4], [-5.9, -4.8, -7.7], [1.0, 0.0, 0.2], [0.6, 0.4, 0.5], [0.2, 1.2, 0.8], [0.7, -0.1, -0.1], [-0.5, 0.8, 1.0], [-0.9, -1.6, 1.8], [-0.8, -1.6, 0.4], [0.3, -0.2, -0.4], [0.7, 0.6, -0.1], [-1.2, 3.7, -2.3], [-0.8, -0.8, 0.5], [0.9, 0.5, 0.1], [-1.4, -0.3, -1.0], [0.2, 0.4, -0.9], [-0.4, 0.1, 0.0], [0.4, -1.3, 1.0], [0.6, 0.5, -0.4], [-0.4, 0.4, 0.8], [0.4, 0.2, -0.4], [0.0, -0.5, 0.1], [1.8, 0.5, 0.3], [0.1, -0.8, -0.1], [-0.3, -0.1, 0.5], [-0.3, -0.2, -0.4], [-1.5, 1.6, 0.6], [0.0, -0.1, 0.4], [4.9, 1.6, 3.0], [0.2, -2.1, -1.2], [3.9, 2.3, 3.8], [1.1, -1.1, -0.2], [0.3, 0.9, 0.8], [0.4, 0.1, 0.2], [-0.5, -0.4, -0.2], [-0.5, 1.8, -0.3], [1.8, 1.0, -0.5], [-0.5, -0.3, -0.2], [0.1, 0.3, -0.6], [0.8, 0.3, -0.7], [-0.4, -0.3, 0.4], [-0.4, -0.4, -1.0], [0.6, -0.7, 1.1], [-0.9, -0.2, -0.2]],
  "mulliken_charge": [-0.921, -0.283, 0.780, 1.079, 0.519, -0.398, 0.311, 0.426, 0.106, -0.638, 0.168, 0.383, 0.664, 0.354, -0.159, 0.677, -0.825, 0.194, -0.595, 0.004, 0.364, 0.077, -0.441, 0.391, -1.173, -0.671, 0.181, 0.517, 0.348, -1.308, -0.252, -0.655, 0.376, 0.853, -0.265, 0.276, 0.354, -0.048, 0.646, 0.413, 0.293, 0.393, -0.549, 0.354, 0.107, -0.615, 0.391, -0.214, 0.370, -0.658, 0.589, 0.039, 1.176, 0.096, 0.330, -0.429, 0.934, -0.213, 0.294, -0.112, 0.296, -0.313, 0.328, 0.359, 0.372, -0.465, 0.263, 0.521, 1.483, 0.276, 0.416, -0.823, 0.356, 0.482, 0.744, 0.791, 0.416, 0.175, -0.807, -0.068, -0.645, 0.030, 3.220, 0.078, 0.256, -0.283, 0.453, -0.120, -0.221, 0.494, -0.584, 0.726, 0.296, -0.237, 0.449, 0.322, -0.227, 0.737, -0.280, -0.579, -0.422, 0.148, -1.588, -0.282, 0.582, -0.466, -1.231, 0.434, 0.312, 0.028, -1.430, 0.269, -0.678, 0.444, -0.737, -0.501, -0.110, 0.391, 0.413, 0.232, -0.161, 0.353, 0.409, -0.341, 0.642, 0.169, 0.326, -0.600, -0.683, -0.108, 0.350, 0.122, 0.302, 0.458, -0.759, 0.017, 0.937, -0.592, -0.033, 0.489, 0.514, 0.111, -0.189, -0.281, 0.007, -1.118, -0.593, -1.090, -0.445, 0.411, -0.341, 0.219, -0.654, 0.223, -1.529, 0.375, 0.334, -0.689, 0.093, 0.283, 0.259, -0.315, -0.605, -0.800, -1.078, 0.694, -0.599, -1.412, -0.068, -0.412, -0.145, 0.035, 0.443, 0.473, 0.169, -0.495, 0.316, -0.615, 0.320]
}

{
  "formula": "C9H11LiN5Te",
  "method": "ωB97M-V with the def2-TZVPD basis set",
  "charge": 1,
  "gap_ev": 8.33,
  "species": ["C", "H", "C", "H", "H", "N", "N", "C", "C", "C", "C", "H", "H", "C", "H", "H", "H", "H", "C", "Te", "H", "N", "N", "Li", "H", "N", "C"],
  "xyz": [[-3.16031, -2.30016, 3.52872], [-3.59560, -1.75998, 0.40586], [-3.60997, -1.16662, 1.31746], [-2.89008, -3.32870, 5.39253], [-4.23896, -0.29215, 1.17143], [2.83758, -1.87800, -4.20908], [0.84988, -1.24370, -1.52127], [-5.74415, -3.32882, 3.57812], [-4.04238, -2.00981, 2.49338], [-3.57846, -3.10534, 4.58657], [-1.74735, -1.76734, 3.52852], [-5.17840, -4.23806, 5.44036], [2.78134, -2.78313, -4.66539], [-4.86268, -3.61639, 4.61369], [-6.74988, -3.72606, 3.59396], [2.53512, -1.14037, -4.83766], [-6.01947, -2.30946, 1.71677], [-1.55150, -1.13723, 4.39237], [-5.33370, -2.53283, 2.52504], [-1.64551, -0.50877, 1.81004], [-1.00371, -2.55814, 3.47538], [1.66768, -3.02668, -2.51854], [1.53259, -0.82840, -2.57709], [-0.01082, 0.03173, -0.31198], [0.50171, -3.21954, -0.76127], [1.98384, -1.90743, -3.12587], [0.94719, -2.58025, -1.50304]],
  "atomic_forces_ev_per_a": [[0.0, 0.0, 0.0], [0.0, 0.1, 0.0], [0.0, -0.2, 0.0], [0.0, 0.0, 0.0], [0.0, 0.0, 0.0], [-0.1, 0.0, -0.1], [-0.1, 0.0, 0.1], [0.0, 0.0, 0.0], [0.0, 0.0, 0.0], [0.0, 0.0, 0.0], [0.0, 0.0, -0.1], [0.0, 0.0, 0.0], [0.0, 0.0, 0.1], [0.0, 0.0, 0.0], [0.0, 0.0, 0.0], [0.0, 0.0, 0.1], [0.0, 0.0, 0.0], [0.0, 0.0, 0.0], [0.0, 0.0, 0.0], [-0.1, 0.4, 0.1], [0.0, 0.0, 0.0], [0.0, -0.1, 0.0], [0.1, 0.0, -0.1], [0.1, -0.2, 0.0], [0.0, 0.0, 0.0], [0.0, 0.0, 0.0], [0.0, 0.1, 0.0]],
  "mulliken_charge": [0.577, 0.442, -0.968, 0.427, 0.473, -0.533, -0.330, -0.539, 0.554, -0.718, -1.025, 0.398, 0.320, -0.542, 0.398, 0.299, 0.424, 0.449, -0.686, 0.075, 0.438, -0.754, -0.437, 0.754, 0.438, 1.187, -0.123]
}

{
  "formula": "Ca2HgI",
  "method": "ωB97M-V with the def2-TZVPD basis set",
  "charge": 5,
  "gap_ev": 7.30,
  "species": ["Ca", "Ca", "I", "Hg"],
  "xyz": [[6.99575, -13.10557, -19.47727], [9.52229, -9.28600, -19.76231], [8.09910, -10.94421, -17.74916], [7.69191, -9.24236, -15.42317]],
  "atomic_forces_ev_per_a": [[-1.5, -2.5, -0.9], [1.6, 1.8, -1.6], [0.2, 0.8, 1.8], [-0.3, -0.1, 0.6]],
  "mulliken_charge": [1.724, 1.774, 0.068, 1.434]
}

What HOMO energy values result from the calculations? In sequence: -9.0, -12.7, -11.7, -31.4 eV.